Below is C11H14N7OS2V as an isolated structure, with properties calculated with ωB97M-V/def2-TZVPD.

Last column: Mulliken spin population.
Geometry (Å):
V: 0.486 0.814 0.679  2.863
C: -4.342 1.186 0.399  0.000
N: -3.316 0.304 -0.217  -0.004
C: -3.535 -0.489 -1.381  0.007
C: -2.461 -1.254 -1.544  0.001
N: -1.557 -1.005 -0.447  0.001
C: -2.127 -0.046 0.383  -0.008
S: -1.620 0.455 1.906  0.040
C: -0.368 -1.674 -0.171  -0.034
C: 0.050 -2.787 -0.846  -0.005
C: 1.188 -3.461 -0.395  0.012
C: 1.936 -3.042 0.696  -0.011
C: 1.436 -1.923 1.363  0.040
N: 0.373 -1.228 0.925  -0.018
H: -4.866 1.728 -0.410  0.000
H: -3.761 1.914 1.012  -0.001
H: -5.054 0.637 1.014  0.000
H: -4.426 -0.332 -1.985  0.000
H: -2.204 -1.924 -2.353  0.000
H: -0.293 -3.098 -1.855  0.000
H: 1.509 -4.321 -0.968  0.001
H: 2.926 -3.505 0.948  0.000
H: 1.908 -1.479 2.202  -0.006
N: 1.325 0.527 -1.169  0.000
N: 2.292 1.535 -0.974  0.025
C: 1.891 2.774 -0.532  0.014
N: 2.786 3.716 -0.237  0.004
S: 0.156 2.909 -0.351  0.001
H: 1.773 -0.327 -1.483  0.009
H: 0.595 0.814 -1.890  0.010
H: 3.280 1.216 -0.968  -0.006
H: 3.798 3.558 -0.280  0.000
H: 2.424 4.605 0.100  0.001
O: 3.269 1.205 3.936  0.052
C: 2.579 1.094 2.960  0.105
N: 1.950 0.901 1.935  -0.094

Results
2S+1: 4
expectation value of S²: 3.7617
calculated total energy: -71464.8737 eV
total charge: +1
HOMO-LUMO gap (spin up / spin down): 6.282 / 8.337 eV

***

Below is C11H14N7PtS3 as an isolated structure, with properties calculated with ωB97M-V/def2-TZVPD.

Last column: Mulliken spin population.
Geometry (Å):
Pt: 0.916 1.288 -0.841  0.814
C: -3.351 -0.419 3.129  0.041
S: -2.550 1.225 3.056  0.072
C: -1.090 0.794 2.406  0.403
S: -0.753 -1.163 -0.529  0.008
N: 0.057 1.078 2.189  -0.050
N: 1.051 1.104 1.397  0.000
C: 2.306 0.947 1.812  0.357
C: 3.324 0.916 0.819  -0.014
C: 4.683 0.852 1.157  0.104
C: 5.632 0.829 0.161  -0.033
C: 5.218 0.861 -1.168  0.117
C: 3.865 0.913 -1.441  -0.022
N: 2.933 0.939 -0.485  0.147
H: -4.240 -0.303 3.745  0.000
H: -2.670 -1.132 3.581  -0.010
H: -3.631 -0.726 2.125  -0.004
H: 2.533 0.841 2.865  0.007
H: 4.964 0.825 2.201  0.002
H: 6.684 0.792 0.408  -0.001
H: 5.934 0.841 -1.976  0.005
H: 3.506 0.929 -2.460  0.001
C: -3.674 -2.341 -1.190  0.000
C: -3.371 -0.906 -1.404  0.001
N: -4.197 -0.029 -1.852  0.001
N: -3.477 1.125 -1.926  0.007
C: -2.207 0.993 -1.529  0.006
S: -1.085 2.242 -1.478  0.032
N: -2.115 -0.332 -1.179  0.006
N: -0.257 -2.037 -1.840  0.000
H: -4.744 -2.461 -1.041  0.000
H: -3.124 -2.727 -0.333  0.001
H: -3.389 -2.918 -2.071  0.000
H: -3.903 1.971 -2.264  0.000
H: 0.626 -1.775 -2.255  0.001
H: -0.402 -3.035 -1.789  0.000

Results
2S+1: 3
expectation value of S²: 2.0609
calculated total energy: -57808.3785 eV
total charge: +1
HOMO-LUMO gap (spin up / spin down): 6.659 / 6.724 eV

***

Below is C11H14NO5Re as an isolated structure, with properties calculated with ωB97M-V/def2-TZVPD.

Last column: Mulliken spin population.
Geometry (Å):
Re: -0.568 0.600 -0.257  1.006
O: -1.706 -1.007 0.755  -0.010
C: -0.959 -2.234 0.936  -0.007
C: 0.439 -1.864 1.353  0.013
N: 1.005 -0.786 0.477  -0.024
C: 1.893 0.067 1.295  -0.008
C: 0.988 0.925 2.178  0.004
O: 1.290 1.347 3.248  0.009
O: -0.219 1.132 1.609  0.020
C: 1.633 -1.344 -0.734  0.009
C: 0.542 -1.654 -1.742  0.006
O: 0.640 -2.498 -2.580  0.008
O: -0.531 -0.878 -1.586  0.009
H: -2.132 -0.725 1.575  0.001
H: -0.996 -2.765 -0.011  0.000
H: -1.433 -2.854 1.696  -0.001
H: 1.097 -2.734 1.322  0.000
H: 0.425 -1.489 2.377  -0.003
H: 2.470 0.721 0.639  0.003
H: 2.582 -0.512 1.912  0.000
H: 2.219 -2.240 -0.523  -0.001
H: 2.289 -0.592 -1.175  -0.004
C: -2.007 2.327 -0.479  0.012
C: -0.669 2.829 -0.403  -0.017
C: 0.074 2.392 -1.531  -0.019
C: -0.813 1.617 -2.316  -0.026
C: -2.075 1.565 -1.669  0.014
H: -2.796 2.491 0.236  0.002
H: -0.279 3.412 0.416  0.001
H: 1.080 2.671 -1.794  -0.002
H: -0.556 1.082 -3.216  0.000
H: -2.927 0.998 -2.010  0.007

Results
2S+1: 2
expectation value of S²: 0.7548
calculated total energy: -25486.0366 eV
total charge: +1
HOMO-LUMO gap (spin up / spin down): 9.611 / 7.800 eV

***

Below is C11H15AlO4P as an isolated structure, with properties calculated with ωB97M-V/def2-TZVPD.

Last column: Mulliken charge in e.
Geometry (Å):
C: -0.851 -2.179 1.544  -1.017
P: -1.604 -1.964 -0.162  0.089
C: -2.633 -3.509 -0.578  -1.024
C: -0.303 -1.913 -1.528  0.095
O: -1.090 -1.596 -2.683  -0.679
Al: -0.961 0.279 -2.721  0.743
O: 0.817 0.150 -2.213  -0.618
C: 0.981 -0.975 -1.371  -0.070
O: 1.540 -0.773 -0.054  -0.256
C: 2.319 0.398 -0.044  0.214
O: 3.386 0.494 -0.570  -0.495
C: 1.666 1.619 0.693  0.598
C: 2.013 1.879 2.091  -0.468
C: 1.358 3.034 2.724  -0.374
C: 0.401 3.868 2.029  -0.400
C: 0.090 3.593 0.632  -0.546
C: 0.735 2.467 -0.039  -0.156
H: -0.073 -2.986 1.629  0.293
H: -0.501 -1.198 1.966  0.271
H: -1.697 -2.505 2.222  0.355
H: -3.706 -3.213 -0.636  0.288
H: -2.435 -4.361 0.129  0.324
H: -2.292 -3.874 -1.590  0.281
H: 0.092 -2.961 -1.634  0.512
H: -1.880 1.065 -1.657  -0.284
H: -1.211 0.933 -4.171  -0.424
H: 1.764 -1.556 -1.953  0.072
H: 2.734 1.264 2.668  0.359
H: 1.627 3.255 3.782  0.302
H: -0.122 4.730 2.513  0.311
H: -0.644 4.230 0.087  0.338
H: 0.478 2.302 -1.105  0.368

Results
calculated total energy: -35727.3801 eV
total charge: -1
HOMO-LUMO gap: 7.494 eV

***

Below is C11H15BrNO2 as an isolated structure, with properties calculated with ωB97M-V/def2-TZVPD.

Last column: Mulliken charge in e.
Geometry (Å):
C: 1.138 -0.719 1.723  -0.993
C: 0.342 -1.773 1.829  -0.935
C: -0.361 0.648 0.574  0.824
C: -1.341 -0.214 0.695  -0.416
C: -0.316 2.134 0.461  -0.255
C: 0.985 -0.110 0.375  1.703
C: -0.433 -1.890 0.655  0.620
C: 1.965 0.751 -0.289  -1.436
C: -1.198 -3.130 0.263  -1.087
C: -0.027 -1.221 -1.765  -0.788
C: -0.842 4.076 -0.778  -0.657
N: 0.502 -1.347 -0.433  -0.295
O: 0.323 2.794 1.245  -0.535
O: -0.905 2.626 -0.665  -0.266
Br: -3.126 -0.206 1.048  -0.078
H: 1.926 -0.373 2.376  0.552
H: 0.290 -2.283 2.770  0.508
H: 1.720 0.983 -1.308  0.427
H: 3.016 0.422 -0.276  0.384
H: 1.916 1.740 0.298  0.389
H: -1.240 -3.310 -0.833  0.290
H: -2.212 -2.982 0.582  0.313
H: -0.616 -3.911 0.738  0.408
H: 0.818 -1.213 -2.593  0.308
H: -0.524 -2.080 -1.900  0.404
H: -0.585 -0.331 -1.983  0.345
H: -0.323 4.245 -1.812  0.234
H: -0.185 4.412 0.074  0.333
H: -1.897 4.397 -0.617  0.262
H: 1.190 -2.136 -0.453  0.439

Results
calculated total energy: -87267.7024 eV
total charge: +1
HOMO-LUMO gap: 9.239 eV

***

Below is C11H15ClNO3PrSTl as an isolated structure, with properties calculated with ωB97M-V/def2-TZVPD.

Last column: Mulliken spin population.
Geometry (Å):
Tl: -3.941 1.279 -0.630  0.001
Cl: -1.980 2.765 0.127  0.000
C: -4.560 0.681 1.247  -0.001
C: -4.581 2.655 -2.034  -0.001
H: -5.618 0.606 1.004  0.000
H: -4.071 -0.268 1.446  0.000
H: -4.300 1.494 1.914  0.000
H: -5.636 2.390 -1.993  0.000
H: -4.088 2.406 -2.969  0.000
H: -4.340 3.629 -1.625  0.000
Pr: -0.792 0.538 -0.603  2.021
C: 0.580 1.117 -2.303  -0.011
C: -2.710 -0.207 -1.630  -0.020
H: 0.161 0.602 -3.155  -0.001
H: 0.613 2.194 -2.332  0.003
H: 1.446 0.622 -1.851  -0.001
H: -2.878 -0.087 -2.691  0.001
H: -2.862 -1.092 -0.988  -0.001
O: 1.029 -1.935 -1.158  0.000
C: 1.465 -1.412 -0.108  0.001
N: 0.855 -0.398 0.525  0.004
S: 1.473 0.337 1.879  0.001
O: 1.623 1.721 1.457  0.001
O: 0.447 0.036 2.866  0.001
C: 2.914 -0.836 1.670  0.000
C: 4.101 -0.929 2.395  0.000
C: 5.069 -1.882 2.021  0.000
C: 4.846 -2.735 0.926  0.000
C: 3.662 -2.641 0.200  0.000
C: 2.716 -1.688 0.605  0.000
H: 4.274 -0.261 3.233  0.000
H: 6.005 -1.955 2.578  0.000
H: 5.604 -3.463 0.639  0.000
H: 3.476 -3.283 -0.664  0.000

Results
2S+1: 3
expectation value of S²: 2.0035
calculated total energy: -61399.7670 eV
total charge: -1
HOMO-LUMO gap (spin up / spin down): 5.819 / 5.806 eV

***

Below is C11H15K3N2O7S as an isolated structure, with properties calculated with ωB97M-V/def2-TZVPD.

Last column: Mulliken charge in e.
Geometry (Å):
K: -2.042 3.228 -1.890  1.052
K: -3.361 1.112 1.007  1.112
K: 0.381 3.585 0.265  1.080
O: 0.178 1.615 -0.176  -0.766
C: -1.106 1.685 0.077  1.357
O: -1.708 2.754 0.212  -1.473
O: -1.701 0.657 0.250  -1.038
H: 0.202 0.662 -0.062  0.911
C: 1.013 -1.854 2.719  -0.351
C: -0.056 -1.130 1.877  -0.311
O: 0.691 -0.235 1.048  -0.510
S: 2.253 -0.611 0.992  0.929
O: 3.036 0.627 0.874  -0.523
O: 2.461 -1.677 0.021  -0.532
O: 2.134 -1.026 2.593  -0.372
H: 1.310 -2.875 2.477  0.343
H: 0.791 -1.747 3.780  0.332
H: -0.656 -0.564 2.590  0.502
H: -0.608 -1.824 1.244  0.110
N: -2.963 -1.132 -0.329  0.533
C: -3.366 -2.247 -1.028  -0.457
C: -2.755 -3.429 -0.580  -0.934
C: -1.985 -2.923 0.496  -0.870
C: -2.105 -1.566 0.653  -0.427
H: -3.276 -0.201 -0.565  0.116
H: -4.085 -2.082 -1.817  0.412
H: -2.922 -4.403 -1.017  0.433
H: -1.489 -3.536 1.233  0.489
H: -1.615 -0.848 1.294  0.819
N: 3.128 2.844 -1.807  0.092
C: 2.940 1.871 -0.835  -1.168
C: 1.971 0.987 -1.265  0.519
C: 1.508 1.475 -2.522  -1.224
C: 2.202 2.660 -2.793  -0.723
H: 3.771 3.621 -1.857  0.222
H: 3.520 1.842 0.076  0.770
H: 1.537 0.209 -0.655  0.445
H: 0.684 1.031 -3.061  0.664
H: 2.089 3.447 -3.524  0.436

Results
calculated total energy: -88749.3167 eV
total charge: +2
HOMO-LUMO gap: 6.856 eV

***

Below is a 2-piece molecular cluster, C11H15N overall, with properties calculated with ωB97M-V/def2-TZVPD.

Last column: Mulliken spin population.
Geometry (Å):
C: -0.774 -2.524 -0.337  -0.091
C: -1.494 0.779 1.226  -0.083
C: -0.879 -0.452 1.227  0.117
C: -1.276 -1.263 0.136  -0.202
C: -2.040 -0.318 -0.636  0.306
C: -1.361 1.802 2.213  0.403
C: -0.397 1.503 3.094  -0.050
C: 0.143 -0.718 2.161  0.282
C: 0.350 0.268 3.088  0.022
N: -2.085 0.945 -0.052  0.089
H: -2.509 1.693 -0.385  -0.172
H: -2.062 2.602 2.114  0.058
H: -2.443 -0.603 -1.485  0.019
H: -0.239 2.172 4.013  0.008
H: 0.547 -1.725 2.305  0.042
H: -0.417 -3.284 0.403  -0.002
H: 0.195 -2.226 -0.929  0.099
H: 1.184 0.376 3.841  0.029
H: -1.460 -2.996 -1.107  -0.003
C: 2.623 1.078 -2.764  -0.033
C: 1.754 -0.083 -2.511  0.115
H: 2.162 1.667 -3.627  -0.016
H: 2.555 1.771 -1.879  -0.018
H: 3.640 0.640 -2.971  -0.008
H: 2.125 -1.046 -2.369  0.001
H: 1.138 0.029 -1.529  0.075
H: 1.022 -0.084 -3.237  0.014

Results
2S+1: 2
expectation value of S²: 0.7662
calculated total energy: -13137.0211 eV
total charge: -1
HOMO-LUMO gap (spin up / spin down): 2.854 / 6.677 eV

***

Q: What is the calculated total energy in the fourth record?
A: -35727.3801 eV

***

Q: The highest total charge belongs to which entry?
A: C11H15K3N2O7S